1.
Density functional theory data (the ωB97M-V functional and the def2-TZVPD basis) for an isolated molecule of C10H23NO3S in a non-equilibrium geometry.

Gap between HOMO and LUMO in Eh: 0.396
Relative energy (zero: lowest compared OMol25 entry of this formula, charge and spin) in kcal/mol: 0.00
SMILES string: CCCCCCCCCCOS(N)(=O)=O
HOMO in Eh: -0.3841

```
! RIJCOSX wB97M-V def2-TZVPD def2/J DEFGRID3
* xyz 0 1
S -4.816 -0.221 -0.234
O -4.299 0.356 -1.468
O -5.225 -1.626 -0.296
O -3.610 -0.049 0.855
N -6.044 0.783 0.303
C 2.658 -0.459 -0.833
C 1.895 2.028 -0.395
C 0.606 2.039 0.563
C -0.962 0.453 -0.518
C -2.640 -1.130 0.693
C -1.684 -0.937 -0.505
C 2.941 0.903 -0.203
C 3.800 -1.405 -0.689
C 4.025 -1.816 0.798
C -0.175 0.737 0.690
H 3.528 -2.353 -1.196
H 1.480 2.093 -1.472
H 4.694 -0.964 -1.125
H -0.797 0.676 1.594
H 4.390 -0.984 1.469
H -6.450 0.592 1.293
H 2.487 -0.298 -1.956
H -2.206 -1.111 -1.398
H -5.804 1.765 0.244
H -0.972 -1.719 -0.356
H 0.907 2.403 1.538
H -1.700 1.180 -0.812
H 3.953 1.242 -0.729
H 0.597 0.006 0.925
H -0.232 0.368 -1.348
H 4.642 -2.680 0.996
H 1.702 -0.919 -0.499
H 3.059 0.644 0.887
H 2.479 2.959 -0.175
H 0.002 2.864 0.087
H -3.122 -2.128 0.442
H 2.995 -2.013 1.112
H -2.105 -1.279 1.717
*
```

=====

2.
Density functional theory data (the ωB97M-V functional and the def2-TZVPD basis) for a structure of composition C20H31BrCl30FNO2S in a non-equilibrium geometry.

Gap between HOMO and LUMO in Eh: 0.362
Relative energy (zero: lowest compared OMol25 entry of this formula, charge and spin) in kcal/mol: 0.00
HOMO in Eh: -0.3696

```
! RIJCOSX wB97M-V def2-TZVPD def2/J DEFGRID3
* xyz 0 1
Br 1.881 5.728 -1.529
Cl 2.778 -3.735 0.472
Cl 0.972 9.905 -3.449
Cl 4.778 -0.007 -2.015
Cl 0.639 -6.402 7.852
Cl 7.279 -4.083 4.434
Cl -3.086 0.139 -4.859
Cl -4.609 3.337 -2.925
Cl 2.898 -7.239 1.213
Cl -5.929 4.618 5.171
Cl 5.436 -10.297 -2.017
Cl -3.775 -2.639 -5.344
Cl 0.423 -3.870 -1.213
Cl 7.405 -0.923 -1.183
Cl 1.935 -7.534 3.932
Cl 2.797 -9.180 -1.546
Cl 5.472 -2.837 -2.186
Cl -6.958 1.800 -3.695
Cl -5.161 -1.161 -3.262
Cl 4.198 -10.598 0.591
Cl -0.217 -8.993 6.860
Cl -7.099 4.697 -3.535
Cl -4.165 5.802 3.191
Cl -1.416 8.658 -2.361
Cl 0.591 -8.695 9.635
Cl 6.552 -4.183 1.625
Cl 0.257 7.200 -4.227
Cl 1.807 -1.343 -0.860
Cl 7.396 -1.672 2.825
Cl 3.822 -5.417 3.290
Cl -4.015 2.956 3.757
S 1.048 3.399 -2.972
F 0.248 2.121 -2.613
O 0.415 3.968 -4.111
O 2.421 3.060 -3.010
N 0.716 4.253 -1.573
C -4.381 -1.060 -4.843
C 1.991 -3.091 -0.968
C -0.353 8.786 -3.770
C 0.853 -8.147 7.979
C 3.302 -7.064 2.917
C -1.554 0.463 1.110
C -6.073 3.312 -3.912
C -0.712 4.701 -1.548
C -3.015 -0.081 -0.986
C 6.065 -1.175 -2.300
C 7.595 -3.423 2.826
C 0.266 2.289 1.141
C -0.102 0.847 1.499
C -1.130 5.087 -0.127
C -0.653 3.359 1.741
C -4.133 0.860 -0.479
C -1.621 0.127 -0.373
C -1.671 3.933 0.734
C 3.914 -10.488 -1.146
C -4.331 4.555 4.431
H -1.938 5.813 -0.257
H 0.110 0.617 2.544
H 1.281 2.460 1.514
H -0.335 5.628 0.386
H -3.595 4.749 5.200
H 0.347 2.397 0.060
H 2.612 -3.307 -1.826
H 1.874 -8.380 7.705
H 4.127 -7.730 3.134
H -3.772 1.679 0.135
H -2.909 0.107 -2.052
H -0.819 5.553 -2.213
H 8.622 -3.646 2.569
H -5.779 3.385 -4.950
H -0.934 9.179 -4.592
H -4.901 0.281 0.032
H -5.128 -0.743 -5.559
H 6.435 -1.026 -3.305
H -1.339 3.874 -1.876
H -2.052 3.112 0.125
H -1.052 0.862 -0.946
H -0.099 4.177 2.204
H -1.235 2.893 2.541
H -2.177 1.317 1.375
H -2.503 4.328 1.317
H -3.329 -1.118 -0.888
H 3.461 -11.417 -1.464
H 0.571 0.219 0.905
H -1.077 -0.812 -0.491
H -4.618 1.315 -1.343
H -1.838 -0.388 1.730
*
```

=====

3.
Density functional theory data (the ωB97M-V functional and the def2-TZVPD basis) for a structure of composition C30H39N3O8OsP.

Gap between HOMO and LUMO (spin up / spin down) in Eh: 0.241 / 0.235
HOMO (spin up / spin down) in Eh: -0.4235 / -0.4225

```
! RIJCOSX wB97M-V def2-TZVPD def2/J DEFGRID3
* xyz 1 1
Os 0.218 -1.193 -0.417
P -0.068 -0.576 2.297
O 1.763 -1.219 -1.808
O 4.260 5.371 -1.783
O 1.343 -0.853 1.501
O 0.280 0.758 -0.709
O -0.989 -1.014 1.058
O -0.049 0.983 2.330
O -0.268 -1.284 3.553
O 5.397 3.739 -2.615
N 4.439 4.199 -2.030
N -1.361 -1.449 -1.660
N 0.278 -3.125 -0.664
C 3.478 1.952 -2.004
C 2.444 1.059 -1.657
C -1.594 -2.677 -2.012
C 2.559 -0.291 -2.065
C -1.968 0.587 -2.861
C 1.283 1.537 -1.003
C 1.177 2.913 -0.727
C 2.910 0.009 3.152
C -0.629 3.238 2.720
C 1.125 -4.150 -0.345
C -0.088 1.722 4.648
C -0.776 1.846 3.302
C -4.547 -1.061 1.005
C 3.351 3.268 -1.685
C -2.232 1.429 3.356
C -2.315 -0.401 -1.931
C 3.668 -1.155 1.067
C 2.656 -1.137 2.190
C -2.847 1.641 -3.055
C -4.050 1.694 -2.368
C -4.023 -1.518 -0.357
C -4.394 0.678 -1.498
C -1.013 -0.352 -4.989
C -0.690 -3.649 -1.526
C -0.457 -4.989 -1.716
C 2.567 -2.471 2.905
C 0.703 -5.304 -0.959
C 2.200 3.762 -1.050
C -3.539 -0.397 -1.256
C -0.740 0.474 -3.729
H -2.683 1.497 2.364
H 2.142 4.820 -0.833
H 4.367 1.604 -2.516
H -1.286 -1.378 -4.736
H -4.823 -2.042 -0.887
H 2.880 0.967 2.632
H -0.557 2.404 5.358
H -2.595 2.415 -3.770
H 2.178 0.013 3.960
H -2.458 -2.912 -2.624
H -0.172 0.707 5.034
H 1.816 -2.447 3.690
H 0.081 0.021 -3.180
H 3.418 -0.560 -2.686
H 1.976 -3.994 0.295
H 3.432 -1.936 0.341
H 0.423 3.507 2.622
H -3.235 -2.253 -0.187
H -3.738 -0.648 1.604
H -2.342 0.413 3.738
H 0.275 3.269 -0.250
H 3.700 -0.188 0.563
H 3.898 -0.117 3.595
H -1.109 3.289 1.741
H 2.324 -3.278 2.214
H -5.357 0.703 -1.004
H -5.327 -0.306 0.910
H 1.166 -6.272 -0.868
H -0.417 1.477 -4.016
H -1.044 -5.664 -2.317
H -1.113 3.961 3.377
H -4.968 -1.907 1.548
H 3.537 -2.690 3.354
H 0.965 1.991 4.563
H -1.835 0.078 -5.561
H 4.656 -1.361 1.476
H -4.733 2.516 -2.537
H -2.772 2.100 4.023
H -0.133 -0.389 -5.631
*
```

=====

4.
Density functional theory data (the ωB97M-V functional and the def2-TZVPD basis) for a cluster of 10 separate species, C23H37BIN12O in total in a non-equilibrium geometry.

Gap between HOMO and LUMO in Eh: 0.280
HOMO in Eh: -0.4383

```
! RIJCOSX wB97M-V def2-TZVPD def2/J DEFGRID3
* xyz 1 1
I 0.035 -2.798 1.708
O -1.829 1.209 0.416
N 1.947 -0.596 3.087
N 0.116 1.121 -4.443
N -5.658 1.678 -4.970
N -1.823 -6.898 3.884
N -8.373 0.673 0.869
N -4.467 -0.788 0.039
N 8.362 2.122 -1.146
N 0.033 0.538 -1.222
N 0.568 0.516 1.350
N 4.328 2.898 3.330
N 3.589 3.004 -2.275
N 3.848 -6.735 1.298
C 1.309 4.454 -2.934
C 4.331 3.741 2.392
C -8.365 2.532 -1.199
C -2.164 2.570 -5.102
C 4.240 -7.272 2.369
C -4.436 -0.817 1.299
C -0.637 -6.714 3.497
C 2.555 3.661 -2.574
C 2.260 0.891 3.063
C -4.400 -0.853 2.818
C 0.878 -0.799 2.033
C 4.336 4.757 1.261
C -0.380 -0.814 -1.759
C 0.792 -6.491 3.030
C 1.521 0.723 -1.419
C -5.550 -0.206 -2.928
C -8.370 1.516 -0.069
C 4.713 -7.921 3.660
C -0.918 1.778 -4.742
C 1.363 1.668 1.929
C -5.609 0.824 -4.044
C 6.306 1.158 0.459
C 7.430 1.685 -0.418
B -0.407 0.763 0.213
H -8.123 2.037 -2.144
H 0.756 4.712 -2.027
H 6.663 0.315 1.057
H 0.504 -1.610 -1.778
H -6.552 -0.595 -2.726
H 5.783 -7.739 3.799
H 3.058 1.397 3.791
H 1.695 0.947 -2.575
H 5.956 1.948 1.130
H -9.350 2.999 -1.284
H 4.168 -7.501 4.510
H 3.351 5.225 1.176
H 5.082 5.532 1.459
H 1.139 -5.504 3.349
H 4.578 4.263 0.317
H -4.928 -1.738 3.183
H -0.684 -0.667 -2.904
H 0.841 -6.551 1.940
H -2.717 2.828 -4.195
H 1.447 -7.254 3.459
H 5.471 0.825 -0.164
H -2.345 0.340 0.327
H 2.163 -0.256 -1.199
H 1.589 5.374 -3.454
H 1.366 2.813 1.660
H 1.936 1.651 -0.836
H -1.285 -1.233 -1.141
H -1.884 3.490 -5.622
H -2.809 1.975 -5.755
H -4.881 0.041 3.224
H -3.364 -0.889 3.165
H 0.664 3.858 -3.587
H -4.898 -1.034 -3.219
H 4.538 -8.999 3.622
H -5.156 0.254 -2.017
H 2.375 -1.340 3.698
H -7.620 3.307 -1.001
*
```